[1]
19
Properties=species:S:1:pos:R:3 method="wB97M-V/def2-TZVPD" spin_multiplicity=1 total_energy_ha=-1068.9213 fmax_ev_per_a=3.09 e_lumo_ev="0.200 / 0.450" orbital_gap_ev="8.13 / 7.54"
C 1.682 0.355 1.139
C 0.361 0.121 1.546
C 1.927 -0.052 -0.099
C -0.370 -0.466 0.591
C -2.626 0.494 1.607
C -2.562 -0.619 -2.148
C 3.214 -0.012 -0.765
S 0.487 -0.646 -0.868
S -2.206 -0.802 0.623
H 2.467 0.941 1.621
H 0.076 0.583 2.481
H -2.087 1.440 1.759
H -3.646 0.271 2.031
H -3.495 -0.975 -2.488
H -1.662 -1.129 -2.292
H 3.976 0.696 -0.184
H 3.662 -0.993 -0.778
H 3.130 0.328 -1.837
H -2.328 0.463 -1.940



[2]
64
Properties=species:S:1:pos:R:3 method="wB97M-V/def2-TZVPD" spin_multiplicity=1 total_energy_ha=-1899.0420 fmax_ev_per_a=1.79 e_lumo_ev=0.278 orbital_gap_ev=7.97
Rb 1.250 -0.397 -0.050
C 0.733 3.060 -0.948
O 0.302 2.453 0.258
C -0.763 3.113 0.903
C -2.072 3.091 0.111
O -2.385 1.842 -0.468
C -2.552 0.781 0.447
C -2.928 -0.471 -0.315
O -1.888 -0.948 -1.149
C -1.925 -0.451 -2.474
H 1.010 4.107 -0.785
H -0.040 3.007 -1.721
H 1.621 2.518 -1.272
H -0.509 4.164 1.100
H -0.869 2.623 1.872
H -2.018 3.785 -0.728
H -2.886 3.432 0.767
H -3.341 1.014 1.177
H -1.628 0.599 1.007
H -3.834 -0.292 -0.905
H -3.137 -1.263 0.406
H -2.878 -0.698 -2.956
H -1.123 -0.947 -3.020
H -1.780 0.629 -2.511
O 5.736 2.451 1.006
C 4.682 2.603 1.861
C 4.625 3.640 2.784
C 3.537 3.757 3.637
C 2.505 2.831 3.581
C 2.586 1.791 2.665
C 3.659 1.664 1.792
C 3.596 0.557 0.758
O 3.527 -0.618 1.194
O 3.426 0.916 -0.429
H 6.370 3.161 1.158
H 5.440 4.355 2.837
H 3.504 4.572 4.349
H 1.660 2.910 4.251
H 1.803 1.039 2.621
N 0.767 -2.782 1.098
S 0.733 -3.671 -0.195
C -0.182 -5.184 0.094
C 0.247 -6.096 1.051
C -0.524 -7.215 1.311
C -1.712 -7.421 0.614
C -2.130 -6.509 -0.340
C -1.362 -5.378 -0.601
C 2.362 -4.373 -0.507
C 2.531 -5.504 -1.298
C 3.814 -5.948 -1.572
C 4.912 -5.262 -1.064
C 4.729 -4.127 -0.292
C 3.447 -3.669 -0.006
H 1.146 -3.289 1.896
H 1.180 -5.937 1.579
H -0.199 -7.932 2.053
H -2.310 -8.299 0.819
H -3.052 -6.671 -0.882
H -1.685 -4.648 -1.334
H 1.675 -6.042 -1.685
H 3.959 -6.832 -2.178
H 5.913 -5.615 -1.278
H 5.581 -3.582 0.093
H 3.311 -2.764 0.577



[3]
10
Properties=species:S:1:pos:R:3 method="wB97M-V/def2-TZVPD" spin_multiplicity=1 total_energy_ha=-292.1922 fmax_ev_per_a=7.18 e_lumo_ev=-1.330 orbital_gap_ev=8.64
C -0.417 0.762 -0.225
C 0.373 -0.307 0.304
C 0.130 -1.522 0.624
H 0.545 2.803 -0.575
H -0.963 1.260 0.581
H -1.345 0.352 -0.807
H 1.506 -0.142 -0.024
H 0.925 -2.251 0.855
O 0.423 1.361 -1.267
F -1.179 -2.317 0.534



[4]
10
Properties=species:S:1:pos:R:3 method="wB97M-V/def2-TZVPD" spin_multiplicity=3 total_energy_ha=-488.5016 fmax_ev_per_a=5.67 e_lumo_ev="-0.765 / -2.520" orbital_gap_ev="5.26 / 7.87" s2=2.011
O 1.636 -0.957 -1.054
O -2.125 -0.574 -1.023
C -1.384 -0.002 -0.209
O -0.578 0.940 -0.657
C 0.377 0.528 0.377
H 0.567 1.384 1.037
C 1.638 -0.118 -0.130
H 0.698 -0.492 1.104
H 2.514 0.557 0.019
Ag -3.343 -1.266 0.535



[5]
8
Properties=species:S:1:pos:R:3 method="wB97M-V/def2-TZVPD" total_charge=+1 spin_multiplicity=3 total_energy_ha=-245.5796 fmax_ev_per_a=5.54 e_lumo_ev="-9.109 / -10.045" orbital_gap_ev="5.83 / 4.17" s2=2.098
C -1.904 -1.721 0.246
C -2.654 -2.642 -0.007
C 2.326 1.793 -0.368
C 1.724 1.987 -1.353
C -0.897 -0.652 0.270
N 0.124 -0.219 -0.026
H 3.018 1.752 0.411
H -1.738 -0.298 0.827



[6]
75
Properties=species:S:1:pos:R:3 method="wB97M-V/def2-TZVPD" total_charge=+2 spin_multiplicity=4 total_energy_ha=-5974.3973 fmax_ev_per_a=1.15 e_lumo_ev="-5.655 / -6.557" orbital_gap_ev="8.06 / 7.25" s2=3.788
Re 0.875 -1.228 -0.365
N 3.739 -3.293 2.183
C 3.760 -1.817 1.820
C 5.009 -1.169 2.391
P 2.163 -1.163 2.716
O 2.939 1.043 3.504
O 1.080 -1.605 1.673
O 2.346 0.439 2.328
P 3.553 -1.738 0.017
O 5.017 -1.775 -0.541
O 2.620 -2.875 -0.347
O 2.810 -0.444 -0.358
H 3.383 -3.415 3.141
H 4.673 -3.712 2.146
H 3.116 -3.790 1.528
H 4.994 -1.179 3.484
H 5.057 -0.126 2.071
H 5.917 -1.660 2.037
H 3.493 1.724 3.093
H 5.145 -1.661 -1.495
Br -3.516 -6.254 0.519
C -2.340 -4.830 0.234
C -2.507 -3.633 0.922
C -1.628 -2.605 0.676
N -0.624 -2.712 -0.214
C -0.452 -3.880 -0.859
C -1.287 -4.957 -0.663
H -3.310 -3.503 1.632
H -1.716 -1.661 1.196
H 0.380 -3.937 -1.546
H -1.125 -5.875 -1.209
I -0.655 -1.935 -3.701
C 1.002 -1.386 -2.468
H 1.371 -0.451 -2.894
H 1.760 -2.143 -2.686
C -1.572 0.415 3.013
Si -1.177 1.867 1.892
C -2.627 3.051 1.884
C 0.381 2.802 2.377
Sb -0.823 0.881 -0.523
Si 0.449 2.803 -1.753
C 2.209 2.903 -1.111
C -0.547 4.329 -1.323
C 0.437 2.463 -3.596
Si -3.171 0.635 -1.687
C -3.810 -1.109 -1.435
C -3.041 1.140 -3.488
C -4.268 1.878 -0.809
H -1.591 0.749 4.053
H -0.858 -0.406 2.936
H -2.570 0.034 2.783
H -2.658 3.511 2.875
H -3.586 2.561 1.719
H -2.517 3.860 1.159
H 0.103 3.825 2.639
H 1.125 2.849 1.581
H 0.848 2.345 3.251
H 2.279 3.579 -0.257
H 2.838 3.317 -1.902
H 2.628 1.939 -0.821
H -0.537 4.530 -0.250
H -1.585 4.247 -1.652
H -0.116 5.199 -1.823
H 0.898 1.513 -3.867
H 1.012 3.256 -4.079
H -0.569 2.487 -4.016
H -3.120 -1.862 -1.817
H -4.752 -1.217 -1.977
H -4.015 -1.308 -0.382
H -2.132 0.832 -3.997
H -3.157 2.221 -3.585
H -3.884 0.677 -4.009
H -4.659 1.506 0.137
H -5.118 2.060 -1.471
H -3.786 2.841 -0.636



[7]
14
Properties=species:S:1:pos:R:3 method="wB97M-V/def2-TZVPD" spin_multiplicity=1 total_energy_ha=-1065.5362 fmax_ev_per_a=11.41 e_lumo_ev=-0.759 orbital_gap_ev=8.02
C -2.263 -1.681 0.301
C -1.622 -0.446 0.508
C -0.413 0.320 0.430
C 0.182 0.689 1.826
S -0.791 1.705 -0.779
C 0.663 -0.655 -0.213
O 0.056 -1.475 -1.125
S 2.247 -0.348 -0.034
H -3.111 -2.354 0.034
H -0.529 1.453 2.062
H 1.163 1.179 1.703
H -0.023 -0.199 2.566
H 0.360 2.323 -0.978
H -0.882 -1.671 -0.496



[8]
22
Properties=species:S:1:pos:R:3 method="wB97M-V/def2-TZVPD" total_charge=-2 spin_multiplicity=4 total_energy_ha=-2188.4247 fmax_ev_per_a=2.62 e_lumo_ev="4.539 / 4.534" orbital_gap_ev="4.45 / 4.51" s2=4.025
Cr -0.246 0.099 1.486
Cl -0.577 1.864 0.131
C -2.089 -0.495 2.080
H -1.993 -0.999 3.060
H -2.534 -1.176 1.335
H -2.696 0.425 2.194
Ba 0.527 -0.168 -1.734
C 3.067 0.699 -2.118
C -1.292 -0.272 -3.738
C 0.323 -1.611 0.540
H -1.536 -1.344 -3.476
H -1.985 0.534 -3.368
H -0.491 -0.026 -4.470
H 3.532 -0.226 -1.634
H 2.900 0.732 -3.218
H 3.082 1.651 -1.522
H -0.352 -2.439 0.100
H 1.248 -2.210 0.193
Cl -0.658 2.401 3.623
C 0.278 0.978 3.243
H 1.316 1.292 3.178
H 0.178 0.294 4.115



[9]
108
Properties=species:S:1:pos:R:3 method="wB97M-V/def2-TZVPD" spin_multiplicity=1 total_energy_ha=-4211.0476 fmax_ev_per_a=3.77 e_lumo_ev=0.216 orbital_gap_ev=8.70
F 1.534 2.338 -3.349
C 2.348 2.785 -2.335
C 2.275 2.193 -1.104
C 3.135 2.647 -0.092
C 3.986 3.697 -0.344
C 4.061 4.278 -1.551
C 3.193 3.844 -2.557
H 1.571 1.392 -0.934
H 3.072 2.194 0.886
H 4.727 3.926 0.408
H 4.821 5.035 -1.681
H 3.195 4.216 -3.571
F 6.932 -1.040 -0.193
C 5.881 -0.837 0.592
C 4.595 -1.162 0.144
C 3.538 -1.042 1.038
C 3.814 -0.610 2.357
C 5.074 -0.335 2.777
C 6.142 -0.487 1.907
H 4.413 -1.582 -0.835
H 2.506 -1.210 0.767
H 2.994 -0.372 3.019
H 5.190 -0.006 3.798
H 7.136 -0.341 2.303
F -0.449 3.775 -0.467
C -0.209 4.637 0.555
C 0.042 4.187 1.834
C 0.450 5.147 2.783
C 0.612 6.465 2.381
C 0.288 6.904 1.091
C -0.062 5.974 0.171
H -0.146 3.167 2.134
H 0.635 4.874 3.811
H 1.043 7.248 2.988
H 0.482 7.935 0.835
H -0.235 6.280 -0.850
F 4.404 -5.799 1.063
C 3.259 -5.219 1.454
C 2.738 -5.373 2.717
C 1.483 -4.927 3.058
C 0.722 -4.218 2.130
C 1.243 -3.918 0.806
C 2.481 -4.483 0.521
H 3.237 -6.046 3.399
H 0.975 -5.197 3.973
H -0.250 -3.806 2.354
H 0.734 -3.289 0.091
H 2.888 -4.356 -0.471
C -4.483 -4.080 0.548
C -3.475 -3.757 1.568
C -3.444 -2.352 2.153
O -2.664 -4.589 1.901
H -4.164 -4.923 -0.065
H -4.694 -3.228 -0.097
H -5.347 -4.424 1.118
H -3.948 -2.335 3.119
H -3.987 -1.702 1.468
H -2.411 -2.010 2.224
C -3.607 3.251 1.973
C -3.172 2.335 3.106
C -3.952 1.029 3.202
O -2.199 2.597 3.784
H -3.740 2.540 1.158
H -2.901 4.022 1.664
H -4.580 3.719 2.123
H -5.017 1.260 3.196
H -3.678 0.385 4.038
H -3.739 0.538 2.253
C -3.740 -2.433 -2.652
C -2.337 -2.894 -2.906
C -1.977 -3.187 -4.357
O -1.414 -2.891 -2.068
H -3.909 -1.972 -1.679
H -4.391 -3.308 -2.658
H -4.181 -1.683 -3.309
H -2.309 -2.349 -4.969
H -2.555 -4.060 -4.659
H -0.923 -3.443 -4.469
C 2.031 -2.853 -3.752
C 1.644 -1.717 -2.839
C 0.993 -0.547 -3.613
O 1.959 -1.693 -1.650
H 2.773 -3.413 -3.182
H 2.489 -2.492 -4.673
H 1.111 -3.424 -3.877
H 0.730 0.320 -3.007
H 0.065 -0.903 -4.059
H 1.622 -0.251 -4.453
C -4.190 1.710 -3.927
C -2.687 1.517 -3.947
C -1.799 2.501 -3.208
O -2.096 0.575 -4.525
H -4.727 0.780 -4.114
H -4.472 2.342 -4.769
H -4.546 2.059 -2.957
H -1.536 3.328 -3.866
H -0.836 2.166 -2.824
H -2.424 2.864 -2.392
Cl -1.792 -0.093 5.894
C -0.320 -0.130 4.903
Cl 0.349 -1.800 4.774
H -0.531 0.313 3.930
H 0.361 0.610 5.323
Cl -2.329 0.070 -0.200
C -0.626 -0.340 -0.062
Cl 0.095 0.455 1.343
H -0.740 -1.387 0.220
H -0.135 -0.107 -1.007



[10]
16
Properties=species:S:1:pos:R:3 method="wB97M-V/def2-TZVPD" total_charge=+1 spin_multiplicity=1 total_energy_ha=-359.1874 fmax_ev_per_a=5.89 e_lumo_ev="-4.986 / -4.986" orbital_gap_ev="8.53 / 8.53"
C -2.083 -0.946 0.301
N -2.322 0.337 0.389
N -1.703 1.291 -0.010
C -0.399 0.823 -0.564
C 0.836 1.410 0.195
C 1.593 0.210 0.615
C 0.994 -0.854 0.089
N -0.130 -0.496 -0.658
H -1.896 -1.518 1.245
H -2.530 -1.577 -0.418
H -0.492 1.383 -1.529
H 0.673 2.004 1.228
H 1.413 2.218 -0.402
H 2.423 0.296 1.360
H 1.435 -1.800 0.185
H -0.359 -0.948 -1.564



[11]
20
Properties=species:S:1:pos:R:3 method="wB97M-V/def2-TZVPD" spin_multiplicity=1 total_energy_ha=-926.2997 fmax_ev_per_a=1.02 e_lumo_ev=-2.917 orbital_gap_ev=5.37
Li 0.805 3.185 14.473
Cl 2.877 1.184 17.038
O 6.165 -1.834 19.271
H 5.834 -1.251 18.588
H 5.654 -2.637 19.170
O -0.062 2.261 20.854
H -0.858 2.334 20.327
H 0.581 1.868 20.265
O 0.181 -2.779 19.802
H -0.690 -3.142 19.641
H 0.225 -2.005 19.241
O 4.743 3.448 21.345
H 4.294 3.006 20.625
H 4.611 4.380 21.175
O 7.384 3.015 15.955
H 6.432 3.097 16.003
H 7.656 2.834 16.855
O -0.314 -1.763 13.121
H -1.226 -1.715 13.406
H 0.190 -1.469 13.880



[12]
13
Properties=species:S:1:pos:R:3 method="wB97M-V/def2-TZVPD" spin_multiplicity=1 total_energy_ha=-394.7151 fmax_ev_per_a=9.35 e_lumo_ev=-0.331 orbital_gap_ev=9.20
C 2.109 -1.016 0.392
C 0.954 0.002 0.201
C -1.858 0.356 0.279
C -0.349 -0.192 -1.470
H 2.012 -1.624 -0.641
H 1.669 -1.976 1.263
H 3.178 -0.378 0.567
H -2.914 0.536 0.445
H -0.098 -1.047 -2.052
N 0.331 0.202 1.257
N -0.968 0.843 1.254
N -1.482 -0.352 -0.970
O 0.731 0.592 -0.846